(1)
A structure of composition C20H59N5O7. Source: OMol25; level of theory: wB97M-V/def2-TZVPD.

Geometry as XYZ:
```
91
Properties=species:S:1:pos:R:3
O -0.4010 -3.0256 1.7380
H -0.9790 -2.5448 2.3304
H -0.6828 -2.7626 0.8618
O 1.2430 -0.3452 3.7169
H 1.1687 -1.0481 3.0714
H 2.0898 -0.4943 4.1376
C -3.7873 2.4587 1.6503
C -4.1244 0.9782 1.9136
C -3.1841 0.0630 1.1624
O -3.2124 0.2891 -0.2714
C -2.6320 -0.5854 -1.1612
N -4.3082 0.7773 3.3743
H -3.5994 2.6455 0.5930
H -2.8751 2.7650 2.1622
H -4.7157 2.9597 1.9243
H -5.0439 0.8403 1.3448
H -3.4914 -0.9573 1.3919
H -2.1786 0.0438 1.5827
H -3.2664 -1.4109 -1.4839
H -1.7197 -1.0702 -0.8136
H -2.3219 -0.0684 -2.0693
H -4.4158 -0.1971 3.6171
H -5.1929 1.1609 3.6747
C -1.2762 0.9734 -7.3340
C -1.0304 0.5795 -5.9045
C -1.5998 1.4858 -4.7926
O -0.9141 1.5032 -3.6103
C -1.6390 1.5474 -2.3934
N -1.4484 -0.7794 -5.7695
H -1.0485 2.0074 -7.5930
H -2.3428 0.8748 -7.5355
H -0.7330 0.2556 -7.9487
H 0.0360 0.5518 -5.6805
H -2.6674 1.3256 -4.6420
H -1.5018 2.5154 -5.1367
H -0.9409 1.8365 -1.6078
H -1.9519 0.5446 -2.1027
H -2.3546 2.3689 -2.3600
H -1.0555 -1.4983 -6.3602
H -1.2537 -1.1562 -4.8529
C 2.6647 1.8884 4.1099
C 1.4663 2.6110 3.5254
C 1.9370 3.5429 2.2988
O 3.0093 2.9354 1.5636
C 3.2025 3.5163 0.2723
N 0.5316 1.6988 3.1016
H 3.0849 1.1734 3.4025
H 2.5009 1.3335 5.0337
H 3.4636 2.5664 4.4101
H 0.9426 3.0579 4.3705
H 2.2553 4.4916 2.7308
H 1.1427 3.7130 1.5719
H 3.9452 2.9563 -0.2959
H 3.5282 4.5386 0.4644
H 2.3156 3.5736 -0.3587
H 0.2269 1.0731 3.8336
H 1.0126 1.0721 2.4723
C 0.0883 -1.4216 0.2409
C 0.8519 -0.0738 0.5230
C 0.0101 1.2212 0.5938
O -0.8815 1.2815 -0.5154
C -1.6994 2.4456 -0.7397
N 1.6805 -0.1583 1.7090
H 0.8243 -2.2250 0.2718
H -0.3879 -1.4883 -0.7373
H -0.6485 -1.4550 1.0435
H 1.5850 0.1108 -0.2623
H 0.6274 2.1158 0.6752
H -0.6583 1.2035 1.4547
H -1.1918 3.2060 -1.3332
H -2.0926 2.8753 0.1816
H -2.5637 2.1817 -1.3492
H 0.9580 0.0128 2.3938
H 2.1747 0.7190 1.7876
C 2.8961 -1.9664 0.7166
C 2.3585 -3.3811 0.8668
C 2.8621 -4.3917 -0.2922
O 2.1229 -5.6218 -0.3269
C 2.3078 -6.5548 -1.3376
N 2.7029 -4.0555 2.1091
H 2.2777 -1.2897 1.3064
H 2.9125 -1.7050 -0.3414
H 3.9010 -1.8453 1.1212
H 1.2927 -3.1551 0.8336
H 3.9374 -4.4691 -0.1318
H 2.5499 -3.9177 -1.2228
H 3.3540 -6.8113 -1.5045
H 2.0061 -6.0267 -2.2421
H 1.7614 -7.4644 -1.0885
H 3.6953 -4.0079 2.2904
H 2.5079 -5.0374 1.9750
```

Calculated values
HOMO-LUMO gap, eV: 8.226
Largest force on an atom, eV/A: 10.02
Energy above the lowest of the compared OMol25 structures with the same formula, charge and spin, kcal per mole: 597.6

(2)
A structure of composition C20H60BF4KO10. Source: OMol25; level of theory: wB97M-V/def2-TZVPD.

Geometry as XYZ:
```
96
Properties=species:S:1:pos:R:3
K -0.7857 6.2107 -1.9843
B 0.3706 -0.3357 -0.7199
F 0.6827 0.1127 0.5558
F 1.4874 -0.6921 -1.2960
F -0.3443 -1.4888 -0.6762
F -0.2800 0.5944 -1.4384
C -6.0988 2.2154 -3.5492
C -6.6805 3.3017 -2.7122
O -5.7429 3.6154 -1.7371
H -5.1491 2.4628 -4.0235
H -6.7803 1.7941 -4.2883
H -5.9266 1.3693 -2.8840
H -7.6176 2.9934 -2.2485
H -7.0645 4.1365 -3.2986
H -5.6722 2.8290 -1.1910
C -0.3194 -5.2166 6.2945
C 0.0668 -4.5313 5.0056
O -0.8070 -4.9733 3.9907
H -1.3172 -4.8953 6.5933
H 0.4116 -4.9463 7.0565
H -0.3854 -6.2838 6.0829
H 1.1023 -4.8207 4.8266
H 0.0241 -3.4457 5.0938
H -0.6648 -4.4849 3.1766
C -7.6277 -0.9622 3.2382
C -6.0943 -1.1290 3.1215
O -5.5369 -0.0323 2.5372
H -7.9399 -0.3564 4.0890
H -8.2683 -1.8440 3.2478
H -7.9229 -0.4359 2.3305
H -5.8080 -2.0314 2.5814
H -5.6109 -1.2610 4.0895
H -4.6942 -0.3372 2.1928
C 0.0452 1.2343 -7.7464
C 0.7415 -0.1060 -7.3530
O -0.1572 -1.0271 -6.6870
H -0.2438 1.7815 -6.8491
H -0.8669 1.0006 -8.2955
H 0.7127 1.8028 -8.3941
H 1.6375 0.0215 -6.7455
H 1.1437 -0.5649 -8.2562
H -0.0573 -0.7878 -5.7627
C 4.7837 5.0051 -4.6916
C 5.1095 6.3099 -3.9188
O 3.9670 7.1369 -3.9158
H 4.0889 4.2906 -4.2502
H 5.7727 4.5550 -4.7771
H 4.4669 5.2456 -5.7064
H 5.8984 6.8039 -4.4860
H 5.5262 6.0610 -2.9428
H 4.2770 8.0265 -4.1004
C 3.3295 -8.7700 -1.6082
C 3.1087 -7.4067 -1.0126
O 3.7753 -7.4238 0.2130
H 2.5750 -8.9199 -2.3805
H 3.2706 -9.6040 -0.9089
H 4.2864 -8.7989 -2.1294
H 2.0857 -7.1087 -0.7826
H 3.4665 -6.6795 -1.7414
H 4.0033 -6.5171 0.4310
C 8.0825 -0.0574 0.2341
C 7.3236 -0.4917 1.5312
O 6.4589 -1.5374 1.2119
H 8.6396 -0.9047 -0.1659
H 8.7854 0.7392 0.4778
H 7.3480 0.2926 -0.4912
H 6.7640 0.3626 1.9120
H 8.0337 -0.8401 2.2812
H 5.6729 -1.1782 0.7937
C -4.2018 -6.9643 -2.7101
C -5.5381 -6.1832 -2.8283
O -6.7037 -6.9880 -2.6018
H -4.1979 -7.9509 -3.1735
H -3.9654 -7.1075 -1.6558
H -3.3285 -6.4383 -3.0959
H -5.5702 -5.8019 -3.8489
H -5.5536 -5.2918 -2.2011
H -7.3327 -6.4355 -2.1321
C 4.0600 7.7199 3.2861
C 4.0572 6.1794 3.1053
O 3.0298 5.7948 2.2141
H 4.2714 8.1555 2.3096
H 4.7730 8.0319 4.0493
H 3.0997 8.1233 3.6075
H 3.8419 5.6486 4.0327
H 5.0435 5.9255 2.7169
H 3.0951 4.8406 2.1319
C -2.0820 5.2283 6.1346
C -1.7520 3.8680 6.6885
O -1.1410 4.0492 7.9650
H -2.9246 5.6556 6.6782
H -2.3875 5.1933 5.0889
H -1.1332 5.7649 6.1371
H -1.0273 3.4139 6.0127
H -2.6298 3.2527 6.8861
H -0.6639 3.2391 8.1594
```

Calculated values
HOMO-LUMO gap, eV: 7.017
Largest force on an atom, eV/A: 5.33
Energy above the lowest of the compared OMol25 structures with the same formula, charge and spin, kcal per mole: 125.0

(3)
A cluster of 8 separate species, C20H60N12O8 in total. Source: OMol25; level of theory: wB97M-V/def2-TZVPD.

Geometry as XYZ:
```
100
Properties=species:S:1:pos:R:3
C -8.7315 2.6479 3.9809
C -7.4440 3.4278 3.9565
C -6.2246 2.5957 3.5838
O -6.1786 2.4388 2.1888
C -5.3904 1.3587 1.7651
N -7.6189 4.6248 3.0783
H -8.9709 2.2062 3.0071
H -9.5926 3.2205 4.3215
H -8.6925 1.7759 4.6465
H -7.3097 3.8958 4.9364
H -6.2285 1.6272 4.1032
H -5.3320 3.1158 3.9701
H -5.8005 0.4348 2.2054
H -4.3311 1.4078 2.0289
H -5.5400 1.2181 0.6950
H -7.6099 4.2868 2.1148
H -6.7295 5.1258 3.1249
C 6.7075 3.3039 -2.1600
C 5.5388 2.9035 -3.0464
C 4.6297 1.9545 -2.2875
O 4.0071 1.0658 -3.1906
C 3.0471 0.2572 -2.5696
N 4.7573 4.1216 -3.4111
H 7.2701 4.1248 -2.6172
H 7.4485 2.5048 -2.0902
H 6.3960 3.6089 -1.1611
H 5.9265 2.4550 -3.9620
H 3.9445 2.5413 -1.6599
H 5.2482 1.3754 -1.5762
H 2.7314 -0.5012 -3.2840
H 2.1610 0.7975 -2.2084
H 3.4603 -0.2641 -1.6930
H 5.4152 4.8803 -3.5967
H 4.4002 3.9843 -4.3577
C -2.8050 1.0181 -6.1722
C -1.9781 1.5238 -4.9750
C -0.8921 0.5439 -4.5698
O -1.5003 -0.6924 -4.2827
C -0.6306 -1.5566 -3.5816
N -1.3711 2.8453 -5.2366
H -3.4043 0.1679 -5.8468
H -2.1405 0.7549 -6.9965
H -3.4828 1.8122 -6.4836
H -2.6672 1.5959 -4.1268
H -0.3791 0.9268 -3.6762
H -0.1598 0.4855 -5.3945
H 0.3302 -1.6776 -4.0943
H -1.0773 -2.5404 -3.4489
H -0.5029 -1.1400 -2.5738
H -2.0472 3.4301 -5.7126
H -0.6269 2.6800 -5.9125
C 1.2745 -4.3002 0.2278
C 0.5949 -3.1479 -0.5045
C -0.4641 -2.5534 0.4139
O -0.9943 -1.3540 -0.1217
C -2.0063 -0.8609 0.7567
N 1.6397 -2.1319 -0.8150
H 0.5628 -5.0623 0.5488
H 1.7425 -3.8971 1.1353
H 2.1185 -4.7184 -0.3175
H 0.1295 -3.4979 -1.4292
H 0.0798 -2.2780 1.3356
H -1.2416 -3.2744 0.6842
H -2.6559 -1.6881 1.0407
H -2.5854 -0.1270 0.1969
H -1.5514 -0.3624 1.6162
H 1.1731 -1.5068 -1.4676
H 1.7618 -1.6282 0.0649
C 1.3771 -3.3350 4.1656
O 0.3363 -2.6717 4.1393
N 2.4864 -2.9125 3.5070
N 1.4805 -4.4563 4.9408
H 2.3640 -2.2073 2.7968
H 3.4327 -3.1807 3.6968
H 2.3174 -5.0017 5.0076
H 0.6375 -4.7426 5.4004
C -2.2465 -0.5736 3.5178
O -3.2442 0.0721 3.1870
N -2.2798 -1.7282 4.2483
N -0.9708 -0.1578 3.1362
H -3.1334 -2.0395 4.6675
H -1.3997 -2.1664 4.4978
H -0.2164 -0.8211 3.0936
H -1.0938 0.6795 2.5922
C 2.5283 0.4878 1.2156
O 2.6373 -0.6953 1.5397
N 1.4071 0.9494 0.5870
N 3.5100 1.4042 1.4224
H 1.3627 1.9051 0.2779
H 0.6674 0.3516 0.2525
H 3.4094 2.3177 1.0208
H 4.3551 1.1592 1.9006
C 5.5864 -3.2838 0.1025
O 6.7330 -3.6328 0.3371
N 4.9358 -3.5614 -1.0727
N 4.8489 -2.5385 0.9981
H 5.4438 -3.9766 -1.8281
H 4.0009 -3.2047 -1.2057
H 3.9707 -2.0982 0.7935
H 5.1480 -2.6511 1.9474
```

Calculated values
HOMO-LUMO gap, eV: 9.181
Largest force on an atom, eV/A: 2.80
Energy above the lowest of the compared OMol25 structures with the same formula, charge and spin, kcal per mole: 47.7
Structure (SMILES): COC[C@H](C)N.COC[C@H](C)N.COC[C@H](C)N.COC[C@H](C)N.NC(N)=O.NC(N)=O.NC(N)=O.NC(N)=O

(4)
A cluster of 10 separate species, C20H60O10 in total. Source: OMol25; level of theory: wB97M-V/def2-TZVPD.

Geometry as XYZ:
```
90
Properties=species:S:1:pos:R:3
C 5.7377 12.9488 -20.0268
C 5.2951 13.3505 -21.4256
O 4.0009 12.8730 -21.7624
H 5.8791 11.8687 -19.9890
H 4.9937 13.2419 -19.2824
H 6.6842 13.4355 -19.7872
H 6.0055 12.9489 -22.1479
H 5.3297 14.4436 -21.5282
H 3.3684 13.3821 -21.2481
C 8.2859 15.0959 -23.4210
C 9.4793 14.8910 -22.5149
O 10.6520 14.7963 -23.3056
H 8.4861 15.8575 -24.1734
H 7.3884 15.3533 -22.8558
H 8.0690 14.1790 -23.9773
H 9.3324 13.9847 -21.9141
H 9.5680 15.7491 -21.8339
H 11.4143 15.0997 -22.7901
C 9.4682 10.0650 -15.7100
C 8.3368 10.0015 -16.7161
O 8.7820 10.2486 -18.0394
H 9.9706 11.0344 -15.7319
H 10.2045 9.2906 -15.9340
H 9.0910 9.8797 -14.6997
H 7.5232 10.6950 -16.4569
H 7.8610 9.0148 -16.6713
H 8.6597 11.1996 -18.1889
C 11.2934 12.9583 -18.0628
C 10.1069 13.6949 -18.6613
O 8.9028 13.0389 -18.2254
H 11.1395 11.8808 -18.1717
H 11.4516 13.1142 -16.9914
H 12.2231 13.1843 -18.5897
H 10.1579 13.6206 -19.7459
H 10.0779 14.7496 -18.3701
H 8.7721 13.2804 -17.2937
C 14.7058 12.6919 -19.6154
C 15.8832 13.0802 -20.4531
O 15.4678 14.1498 -21.3133
H 14.8994 11.7458 -19.1043
H 13.8450 12.4925 -20.2614
H 14.4548 13.4568 -18.8842
H 16.2247 12.2330 -21.0529
H 16.7051 13.4290 -19.8231
H 16.2170 14.7100 -21.5310
C 9.6858 14.0761 -13.4874
C 9.2437 14.6945 -14.7958
O 8.4235 13.8188 -15.5808
H 10.2703 14.7987 -12.9145
H 10.3040 13.1902 -13.6425
H 8.8280 13.7839 -12.8790
H 10.0828 14.9668 -15.4351
H 8.7025 15.6259 -14.5860
H 7.6010 13.6282 -15.1201
C 12.2383 16.4274 -19.9283
C 13.1164 16.5961 -21.1501
O 13.0631 15.4463 -21.9972
H 11.2395 16.0975 -20.2207
H 12.1620 17.3658 -19.3758
H 12.6523 15.6563 -19.2731
H 14.1519 16.7585 -20.8385
H 12.7932 17.4395 -21.7603
H 13.7718 14.8441 -21.7190
C 14.9151 11.1031 -14.3234
C 13.5700 10.8297 -14.9413
O 13.5112 11.3487 -16.2830
H 15.7228 10.5671 -14.8248
H 14.8985 10.7698 -13.2828
H 15.1612 12.1645 -14.3633
H 12.7865 11.3235 -14.3572
H 13.3548 9.7595 -14.9450
H 13.2081 10.6513 -16.8690
C 13.2434 14.7598 -14.3537
C 13.6915 15.0805 -15.7731
O 14.5019 14.0374 -16.3112
H 12.8195 13.7488 -14.3197
H 12.4633 15.4244 -13.9787
H 14.0865 14.7548 -13.6606
H 14.2901 15.9874 -15.8060
H 12.8065 15.2090 -16.4129
H 13.9764 13.2244 -16.2997
C 6.9644 16.3130 -18.7387
C 8.1224 17.2676 -18.9540
O 7.6727 18.3819 -19.7492
H 6.0805 16.8440 -18.3916
H 7.3066 15.6046 -17.9815
H 6.7141 15.8091 -19.6713
H 8.9650 16.7866 -19.4559
H 8.4281 17.6619 -17.9767
H 8.3647 19.0483 -19.7527
```

Calculated values
HOMO-LUMO gap, eV: 9.727
Largest force on an atom, eV/A: 1.06
Energy above the lowest of the compared OMol25 structures with the same formula, charge and spin, kcal per mole: 11.3
Structure (SMILES): CCO.CCO.CCO.CCO.CCO.CCO.CCO.CCO.CCO.CCO

(5)
A cluster of 10 separate species, C20H60O10 in total. Source: OMol25; level of theory: wB97M-V/def2-TZVPD.

Geometry as XYZ:
```
90
Properties=species:S:1:pos:R:3
C 4.2401 -4.5262 3.2608
C 3.3564 -5.2156 4.3499
O 4.0819 -5.0427 5.5104
H 3.7036 -4.4076 2.3194
H 5.0319 -5.2495 3.0662
H 4.6868 -3.5724 3.5418
H 3.1521 -6.2636 4.1304
H 2.3567 -4.7823 4.3177
H 3.5763 -5.4047 6.2418
C -4.5617 0.0044 -9.0157
C -5.3340 -0.6490 -7.8222
O -6.6555 -0.2739 -7.7111
H -4.9383 -0.2488 -10.0068
H -3.5381 -0.3653 -8.9568
H -4.4532 1.0887 -9.0431
H -4.7749 -0.3142 -6.9484
H -5.1338 -1.7189 -7.7651
H -6.6425 0.4730 -7.1082
C -4.9576 4.0997 -2.8969
C -6.2857 4.8140 -3.0928
O -6.6966 4.6042 -4.4513
H -4.5357 4.4197 -1.9441
H -4.2499 4.3992 -3.6699
H -5.0250 3.0140 -2.9655
H -6.3181 5.8943 -2.9516
H -7.0932 4.3447 -2.5310
H -7.0346 5.4194 -4.8292
C 1.3474 -7.5542 -3.6182
C 0.0780 -8.1373 -4.4166
O 0.1935 -7.7996 -5.8764
H 1.5447 -6.4824 -3.5942
H 2.2632 -7.9085 -4.0913
H 1.2282 -8.0168 -2.6385
H -0.7976 -7.6356 -4.0047
H -0.0510 -9.1963 -4.1929
H 0.1611 -6.8492 -6.0076
C -5.6137 2.7376 4.6658
C -4.3803 3.4767 4.1024
O -4.6544 4.8554 4.2792
H -5.4605 1.6981 4.9557
H -6.4448 2.7607 3.9610
H -6.0394 3.2235 5.5438
H -4.4038 3.3003 3.0271
H -3.3821 3.3628 4.5253
H -4.2159 5.3566 3.5877
C 0.9755 -0.5703 9.8675
C 0.0689 0.6932 10.3469
O 0.8626 1.8801 10.4829
H 1.8898 -0.6536 10.4550
H 1.1574 -0.3815 8.8095
H 0.4272 -1.4953 10.0460
H -0.3729 0.4676 11.3175
H -0.7997 0.7851 9.6948
H 0.6064 2.4952 11.1740
C 0.6469 0.0872 1.3320
C -0.1947 -0.5655 0.1993
O 0.0932 -0.0296 -1.0789
H 1.6948 0.0894 1.0321
H 0.5462 -0.4891 2.2517
H 0.2731 1.1050 1.4437
H -1.2376 -0.6306 0.5093
H 0.0341 -1.6302 0.1521
H -0.5519 -0.3335 -1.7217
C 2.2163 5.1066 6.0397
C 3.4698 4.3349 6.2215
O 3.8949 4.5286 7.5378
H 1.4815 4.9721 6.8335
H 1.8888 4.8452 5.0334
H 2.4749 6.1501 5.8600
H 4.2784 4.2887 5.4920
H 3.1204 3.3166 6.3921
H 3.1853 4.2088 8.0998
C 3.3443 -2.7285 -7.5057
C 1.9832 -2.1640 -8.0493
O 1.2005 -3.2973 -8.4729
H 3.8586 -1.9266 -6.9761
H 3.9304 -2.9903 -8.3866
H 3.2656 -3.6701 -6.9623
H 2.0256 -1.4029 -8.8284
H 1.4126 -1.7370 -7.2246
H 1.0010 -3.3241 -9.4115
C 6.0265 2.5631 -1.0786
C 5.3549 3.0711 -2.3780
O 3.9700 3.3129 -2.1477
H 5.6067 3.0554 -0.2014
H 7.1154 2.5186 -1.1002
H 5.6569 1.6054 -0.7120
H 5.5283 2.2416 -3.0635
H 5.8067 4.0142 -2.6854
H 3.4538 2.5504 -1.8760
```

Calculated values
HOMO-LUMO gap, eV: 9.885
Largest force on an atom, eV/A: 3.65
Energy above the lowest of the compared OMol25 structures with the same formula, charge and spin, kcal per mole: 126.1
Structure (SMILES): CCO.CCO.CCO.CCO.CCO.CCO.CCO.CCO.CCO.CCO

What is the largest force on an atom in the second record?
5.33 eV/A

Number 4 is which compound?
C20H60O10

Which formula does entry 1 have?
C20H59N5O7

Which of these has the highest HOMO-LUMO gap?
number 5